No. 1
Formula: C30H40N6O11
Source: OMol25
Level of theory: wB97M-V/def2-TZVPD

The value obtained for the total energy is -2322.22202 a.u. The energy relative to the best compared isomer or geometry (same formula, charge and spin) is 0.00 kJ/mol. As for the LUMO energy: -4.26 eV. The value obtained for the molecular weight is 660.68 g/mol.

Each line ends with the Mulliken charge.
CARTESIAN COORDINATES (ANGSTROEM)
C1 1.47800 29.71600 38.08100  -1.938
C2 1.37400 29.65100 39.58600  1.616
C3 2.63200 28.83000 39.90200  -1.612
C4 2.89600 28.87900 41.52800  -1.112
C5 3.18300 30.33400 41.98900  -0.659
C6 1.98800 31.27900 41.51100  1.132
N1 1.56400 31.01100 40.20700  1.395
O1 0.83800 31.86000 39.49300  -0.352
C7 2.66200 32.64300 41.75100  -2.116
C8 0.80800 31.14500 42.58100  -1.746
C9 0.07800 29.02900 39.92900  -1.514
H1 1.31600 28.78200 37.52100  0.479
H2 2.40200 30.19900 37.43000  -0.007
H3 0.64900 30.22600 37.84900  0.760
H4 3.48200 28.95200 39.37400  0.661
H5 2.66900 27.77500 39.83300  0.473
H6 3.83700 28.35700 41.88600  0.394
H7 2.12700 28.39500 41.93400  0.512
H8 4.18800 30.83100 41.51800  0.306
H9 3.51100 30.47200 43.03000  0.580
H10 2.07300 33.47200 41.61100  0.694
H11 3.33000 32.68800 40.98300  0.456
H12 3.06700 32.82100 42.88800  0.261
H13 0.25700 30.32000 42.62900  0.530
H14 0.07300 31.96200 42.42600  0.414
H15 1.23100 31.27600 43.64600  0.346
H16 -0.23800 28.07000 39.49900  0.382
H17 -0.77800 29.69400 39.64200  0.327
H18 0.08800 28.93800 41.02100  0.290
N2 4.67000 32.26200 38.19400  0.990
O2 3.48300 32.58900 38.32900  -0.589
O3 5.05500 31.13700 38.41600  -0.647
O4 5.51400 33.12400 38.07800  -0.615
C10 1.98200 34.97000 34.90900  -0.483
C11 1.86900 35.29000 33.37600  -0.468
C12 3.04900 34.67400 32.50900  -0.797
C13 4.19200 33.95400 33.24400  -0.027
C14 4.28900 34.01800 34.73100  -0.193
C15 3.05300 34.55000 35.55500  0.297
N3 5.31000 33.34300 32.40600  0.909
O5 6.33600 32.88900 33.01200  -0.542
O6 5.15400 33.14300 31.17500  -0.563
H19 1.08800 35.21200 35.41600  0.431
H20 0.91100 35.80100 32.95800  0.294
H21 2.86400 34.62100 31.57100  0.604
H22 5.17500 33.57900 35.12200  0.678
H23 3.04800 34.24500 36.70500  -0.194
C16 8.79800 35.85500 40.21900  -0.586
C17 7.57900 35.15300 39.71200  -0.704
C18 6.34800 35.23900 40.53100  -0.115
C19 6.31400 35.95100 41.92200  -0.124
C20 7.59800 36.77800 42.35100  -0.639
C21 8.84600 36.71300 41.37200  -0.550
N4 5.16500 35.73500 42.77000  1.025
O7 4.28900 34.88100 42.39200  -0.583
O8 5.14900 36.26500 43.85700  -0.619
H24 9.68100 35.86300 39.67900  0.429
H25 7.64900 34.59100 38.87800  0.844
H26 5.51100 34.73600 40.26400  0.646
H27 7.48700 37.22200 43.32000  0.474
H28 9.70800 37.25900 41.65200  0.435
C22 3.10700 37.84800 40.47100  -0.504
C23 3.63700 39.19300 40.14600  -0.504
C24 4.32300 39.29900 38.73200  -0.486
C25 4.74200 37.98900 38.02400  -0.411
C26 4.14600 36.69700 38.55900  -0.096
C27 3.31400 36.63200 39.69000  -0.434
N5 5.66300 37.98800 36.88100  0.878
O9 5.94700 36.81500 36.29700  -0.507
O10 6.10600 39.08600 36.54700  -0.566
H29 2.47100 37.71500 41.21600  0.577
H30 3.46200 40.06300 40.96100  0.257
H31 4.83300 40.22300 38.35500  0.376
H32 4.26200 35.81000 38.06900  0.938
H33 2.74900 35.77900 39.95400  0.511
C28 7.45600 29.14000 36.62200  0.416
O11 8.32100 28.40000 37.16100  -0.682
N6 7.13800 29.15500 35.29200  0.012
C29 6.09000 30.06600 34.78500  -0.664
C30 7.77200 28.09000 34.33400  -1.182
H34 6.72200 29.86300 37.18100  0.105
H35 5.93000 30.01300 33.65900  0.315
H36 6.51700 31.03800 34.97800  0.376
H37 5.22400 29.91000 35.54800  0.114
H38 8.09500 28.73900 33.57900  0.396
H39 7.11900 27.58900 33.83200  0.432
H40 8.51700 27.65800 34.98600  0.364

---

No. 2
Formula: C28H79N5O13
Source: OMol25
Level of theory: wB97M-V/def2-TZVPD

The multiplicity is 2. The charge is -1. The value obtained for the total energy is -2365.82124 a.u. The energy relative to the best compared isomer or geometry (same formula, charge and spin) is 50.63 kJ/mol. As for the LUMO energy (spin up / spin down): 2.20 / 2.18 eV. The value obtained for the molecular weight is 693.96 g/mol.

Each line ends with the Löwdin spin population.
CARTESIAN COORDINATES (ANGSTROEM)
C1 0.00976 -1.15117 0.18942  0.006
C2 0.44216 -0.53990 -1.15185  0.010
O1 1.33197 0.56432 -0.97407  0.006
O2 1.03819 -1.88964 0.78424  0.027
H1 -0.86728 -1.77587 0.02014  0.004
H2 -0.29210 -0.49667 1.00711  0.000
H3 -0.33763 -0.14711 -1.80434  0.001
H4 0.92846 -1.28713 -1.77895  0.010
H5 1.87906 0.39591 -0.20340  0.001
H6 1.34697 -2.58474 0.19850  0.020
C3 4.99006 -0.44454 -0.63014  0.060
C4 4.81220 0.45308 -1.84974  0.017
O3 5.59767 1.63961 -1.76818  0.003
O4 4.45776 0.11645 0.56241  0.018
H7 6.05986 -0.63447 -0.54322  0.008
H8 4.53111 -1.40262 -0.87416  0.050
H9 3.75224 0.59173 -2.06272  0.002
H10 5.17218 -0.02242 -2.76210  0.009
H11 5.17476 2.31932 -2.29802  0.001
H12 5.18242 0.12906 1.19194  0.005
C5 0.41281 -4.20591 -1.90135  0.082
C6 -0.49826 -5.28378 -2.58630  0.047
O5 0.22214 -6.21136 -3.37916  0.053
O6 0.93011 -4.66760 -0.63335  0.153
H13 -0.22388 -3.38699 -1.56655  0.005
H14 1.08117 -3.82892 -2.67548  0.049
H15 -1.25836 -4.84743 -3.23433  0.004
H16 -0.99847 -5.92540 -1.86089  0.008
H17 0.31497 -7.02776 -2.88268  0.017
H18 1.83786 -4.94429 -0.77839  0.116
C7 0.54895 -0.07850 -4.92023  0.011
C8 -0.82690 -0.74914 -4.91877  0.005
O7 -0.82337 -2.00592 -4.33506  0.013
O8 1.26108 -0.55519 -6.07930  0.016
H19 1.15265 -0.24698 -4.02845  0.004
H20 0.51054 1.00998 -4.96303  0.001
H21 -1.14680 -0.86016 -5.95483  0.001
H22 -1.54831 -0.13003 -4.38551  0.000
H23 -0.14365 -2.56895 -4.71265  0.005
H24 0.62112 -0.63724 -6.79016  0.001
C9 -4.16801 -2.17630 -1.85175  0.003
C10 -4.70278 -0.82465 -1.35721  0.001
C11 -5.53381 -0.21859 -2.54971  0.000
O9 -4.59886 0.13105 -3.56357  0.001
C12 -5.12494 0.81966 -4.61720  0.000
N1 -5.66035 -1.12946 -0.27928  0.000
H25 -4.80034 -3.03298 -2.08490  0.001
H26 -3.47127 -2.46220 -1.06377  0.002
H27 -3.58807 -1.99354 -2.75639  0.000
H28 -3.87290 -0.18338 -1.06025  0.000
H29 -6.10814 0.63538 -2.19056  0.000
H30 -6.18048 -0.94645 -3.03973  0.000
H31 -4.31119 1.05473 -5.30325  0.000
H32 -5.57730 1.73957 -4.24674  0.000
H33 -5.83462 0.27755 -5.24216  0.000
H34 -5.20155 -1.84502 0.26622  0.001
H35 -6.31422 -1.80424 -0.64972  0.000
C13 0.54912 3.58565 0.10840  0.000
C14 1.90084 4.14662 -0.30350  0.000
C15 2.85541 4.38872 0.90614  0.000
O10 2.52491 5.49259 1.69474  0.000
C16 3.41303 5.73285 2.74218  0.000
N2 2.48982 3.07930 -1.13721  0.000
H36 -0.12637 3.27733 -0.68957  0.000
H37 0.00697 4.41443 0.56369  0.000
H38 0.57044 2.79061 0.85376  0.000
H39 1.87107 5.10260 -0.82630  0.000
H40 3.89491 4.42413 0.58011  0.000
H41 2.79083 3.43046 1.42156  0.000
H42 3.72984 4.91048 3.38361  0.000
H43 3.04677 6.52588 3.39414  0.000
H44 4.29316 6.25124 2.36172  0.000
H45 1.93046 2.23855 -1.11869  0.000
H46 3.24790 2.68150 -0.60133  0.000
C17 2.80683 -3.91319 2.90574  0.036
C18 1.61435 -4.90186 3.14826  0.013
C19 1.08813 -5.06063 4.58039  0.003
O11 2.04886 -5.90309 5.24334  0.003
C20 1.72388 -6.17000 6.58868  0.001
N3 0.52472 -4.43734 2.36029  0.008
H47 2.47503 -2.92221 3.21554  0.001
H48 3.12473 -3.90323 1.86318  0.038
H49 3.58701 -4.30323 3.55941  0.004
H50 1.95779 -5.85690 2.75070  0.011
H51 0.09007 -5.49877 4.57760  0.001
H52 1.05041 -4.09553 5.08562  0.000
H53 2.58630 -6.62730 7.07367  0.000
H54 0.83168 -6.79611 6.59621  0.000
H55 1.59012 -5.23780 7.13750  0.000
H56 0.40473 -3.44862 2.52804  0.001
H57 0.73541 -4.39940 1.37324  0.007
C21 -4.37288 7.24124 -1.35597  0.000
C22 -3.81598 6.01925 -2.08530  0.000
C23 -3.27455 4.92338 -1.07453  0.000
O12 -2.71544 3.81586 -1.74942  0.000
C24 -2.91882 2.56031 -1.12644  0.000
N4 -4.76547 5.46797 -3.04596  0.000
H58 -5.04497 7.03228 -0.52367  0.000
H59 -4.77839 7.89978 -2.12408  0.000
H60 -3.56067 7.80901 -0.90205  0.000
H61 -3.00571 6.50460 -2.62936  0.000
H62 -4.09787 4.63357 -0.42164  0.000
H63 -2.48002 5.33386 -0.45137  0.000
H64 -3.23307 2.66522 -0.08801  0.000
H65 -2.04007 1.91542 -1.12765  0.000
H66 -3.70159 2.02717 -1.66602  0.000
H67 -5.63976 5.37855 -2.54824  0.000
H68 -4.34837 4.55262 -3.13678  0.000
C25 2.82303 1.47009 4.05695  0.001
C26 2.32766 0.15576 3.44485  0.001
C27 1.01203 -0.37452 4.12613  0.001
O13 1.11067 -0.61449 5.53696  0.000
C28 -0.12088 -1.04113 6.06855  0.000
N5 2.03532 0.34083 2.06168  0.001
H69 2.21066 2.29022 3.68214  0.000
H70 3.77825 1.80171 3.64991  0.001
H71 2.68648 1.65126 5.12307  0.000
H72 3.05006 -0.65470 3.54176  0.002
H73 0.58282 -1.28207 3.70158  0.001
H74 0.18679 0.30408 3.91032  0.000
H75 0.02039 -1.09135 7.14819  0.000
H76 -0.39715 -2.03183 5.70758  0.000
H77 -0.92198 -0.30683 5.98408  0.000
H78 1.67786 -0.54710 1.73934  0.001
H79 2.91635 0.42947 1.57585  0.001